1.
14
Properties=species:S:1:pos:R:3:lowdin_charge:R:1 method="wB97M-V/def2-TZVPD" orbital_gap_ev=9.78 fmax_ev_per_a=5.2 smiles="CN1CN=C[C@H]1Cl" relative_energy_kcal_mol=55.9 charge=0 lumo_energy_ev=0.8 molar_mass_g_mol=118.567
C 0.42705 1.27420 0.16707 -0.130
N 0.09144 -0.02159 -0.39366 -0.218
C 0.60466 -1.04345 0.51466 -0.251
N -0.29390 -2.14479 0.34285 0.053
C -1.28369 -1.84700 -0.32180 -0.198
C -1.34752 -0.38347 -0.79023 -0.518
Cl -2.46967 0.60256 0.27782 0.580
H 0.08768 2.03403 -0.58542 0.099
H -0.27321 1.23354 1.03021 0.044
H 1.40254 1.50668 0.41178 0.056
H 0.68849 -0.80266 1.57328 0.115
H 1.69629 -1.23678 0.25523 0.142
H -2.07467 -2.67994 -0.48582 0.144
H -1.55815 -0.34605 -1.81587 0.081

---

2.
15
Properties=species:S:1:pos:R:3:lowdin_charge:R:1 method="wB97M-V/def2-TZVPD" orbital_gap_ev=10.54 fmax_ev_per_a=7.6 relative_energy_kcal_mol=107.7 charge=0 lumo_energy_ev=0.6 molar_mass_g_mol=134.566
N -2.73289 0.45798 -0.13755 -0.076
N -2.12143 0.24316 1.25065 -0.022
C -0.92637 -0.26267 0.95008 -0.278
C -0.26391 -0.35394 -0.31660 -0.649
Cl 1.01470 -1.65134 -0.30739 0.665
C 0.42652 0.98765 -0.38181 -0.269
C 1.77893 1.19713 0.39838 -0.104
O 1.77059 0.97557 -1.05298 -0.121
H -3.77747 0.71377 0.13070 0.102
H -2.22283 1.51225 -0.17648 0.130
H -0.32770 -0.31939 1.99329 0.161
H -1.01395 -0.42309 -1.12172 0.111
H -0.25282 1.82041 -0.71321 0.147
H 1.84993 2.22838 0.80768 0.110
H 2.21939 0.41896 1.03725 0.092

---

3.
14
Properties=species:S:1:pos:R:3:lowdin_charge:R:1 method="wB97M-V/def2-TZVPD" orbital_gap_ev="9.61 / 6.98" fmax_ev_per_a=3.1 relative_energy_kcal_mol=105.0 charge=+1 lumo_energy_ev="-4.1 / -5.2" molar_mass_g_mol=120.559
C 3.07308 -1.10847 -0.48259 -0.708
C -1.81630 0.77149 0.86907 -0.070
C -0.36628 0.57976 1.33545 -0.097
C -0.69834 0.72539 -0.08485 -0.151
N -0.45215 -0.28668 -1.15474 0.204
O 2.00638 -1.54758 -0.74870 -0.018
Cl 4.15730 -0.00602 -0.98320 0.806
H -2.42254 -0.17922 0.66449 0.140
H -2.33633 1.65006 1.31191 0.132
H 0.10831 1.53669 1.77600 0.152
H -0.00349 -0.32409 1.83915 0.116
H 0.55881 -0.28632 -1.31269 0.115
H -0.97718 -0.30306 -2.07747 0.206
H -0.83128 -1.22196 -0.95182 0.172

---

4.
15
Properties=species:S:1:pos:R:3:lowdin_charge:R:1 method="wB97M-V/def2-TZVPD" orbital_gap_ev=8.85 fmax_ev_per_a=9.4 relative_energy_kcal_mol=20.9 charge=-1 lumo_energy_ev=3.8 molar_mass_g_mol=136.558
C 4.40925 0.18704 0.43393 -0.778
C -0.15388 0.22230 -0.90319 -0.149
C 0.36302 -0.68347 1.41315 -0.094
C -0.38920 0.20185 0.51258 -0.448
N -1.24847 1.22774 1.11488 0.017
O 4.13808 -0.46384 1.36402 0.051
O 5.01399 0.95682 -0.20499 0.046
Cl 2.87166 -0.53537 -1.16278 0.034
H -0.36642 -0.86718 -1.10726 0.100
H 0.90912 0.33036 -1.01913 -0.078
H -0.85241 0.81936 -1.56240 0.096
H 1.46271 -0.46634 1.11055 0.066
H 0.24505 -1.76496 1.50034 0.077
H 0.18883 -0.22775 2.41368 0.067
H -1.30425 1.31822 2.15561 -0.009

---

5.
13
Properties=species:S:1:pos:R:3:lowdin_charge:R:1 method="wB97M-V/def2-TZVPD" orbital_gap_ev=11.46 fmax_ev_per_a=3.6 smiles=ClCC[C@H]1CO1 relative_energy_kcal_mol=36.8 charge=0 lumo_energy_ev=1.0 molar_mass_g_mol=106.552
Cl -2.61365 -0.95093 -0.05058 0.533
C -1.65357 0.44500 0.56726 -0.563
C -0.36210 0.61092 -0.26417 -0.223
C 0.49222 -0.63953 -0.33344 -0.305
C 1.94626 -0.50007 -0.13092 -0.187
O 1.18904 -1.07360 0.81723 0.006
H -1.43076 0.30765 1.63514 0.077
H -2.30283 1.37482 0.50918 0.088
H 0.19394 1.39319 0.25046 0.111
H -0.58264 0.94431 -1.31195 0.133
H 0.08587 -1.39272 -0.94685 0.111
H 2.69938 -1.04603 -0.66424 0.104
H 2.33884 0.52697 -0.07712 0.117

---

6.
13
Properties=species:S:1:pos:R:3:lowdin_charge:R:1 method="wB97M-V/def2-TZVPD" orbital_gap_ev=10.65 fmax_ev_per_a=3.7 smiles=C[C@@H]1C[C@@]1(O)Cl relative_energy_kcal_mol=39.0 charge=0 lumo_energy_ev=0.9 molar_mass_g_mol=106.552
C 0.87094 -0.01456 -0.64872 -0.089
C -0.54744 -0.29394 -0.37248 -0.319
C -1.30129 0.70566 0.58298 -0.044
C -0.92233 -0.69445 1.06009 -0.804
O 0.22966 -0.77938 2.01929 -0.077
Cl -2.10404 -1.98142 1.31364 0.663
H 1.28661 0.10488 0.33757 0.064
H 1.15277 0.92859 -1.08560 0.075
H 1.28432 -0.88258 -1.21806 0.100
H -1.07570 -0.75662 -1.21163 0.129
H -0.69120 1.51044 0.90675 0.093
H -2.39913 0.85119 0.22349 0.139
H 0.38948 -1.72225 2.10539 0.069

---

7.
16
Properties=species:S:1:pos:R:3:lowdin_charge:R:1 method="wB97M-V/def2-TZVPD" orbital_gap_ev=9.86 fmax_ev_per_a=3.9 relative_energy_kcal_mol=0.0 charge=0 lumo_energy_ev=0.4 molar_mass_g_mol=184.499
O 4.07700 0.41233 -0.25552 0.046
C 3.09901 -0.24793 -0.06125 -0.318
C 1.76650 0.29629 -0.12766 -0.078
C 0.62610 -0.40056 0.03211 -0.386
O 0.41402 -1.71015 0.22220 -0.003
C -0.90547 0.53882 -0.01484 -1.272
P -1.35575 0.45593 1.85593 0.820
P -2.04653 -0.65288 -0.99466 0.761
Cl -0.79107 2.16588 -0.63130 0.554
H 3.11225 -1.41081 0.10022 0.147
H 1.71110 1.44221 -0.08135 0.117
H -0.49199 -2.01199 0.05194 0.028
H -2.35782 -0.43911 1.48919 -0.148
H -1.99720 1.62720 1.92298 -0.149
H -1.59169 -0.20372 -2.37093 -0.045
H -3.26846 0.13850 -1.13705 -0.074

---

8.
15
Properties=species:S:1:pos:R:3:lowdin_charge:R:1 method="wB97M-V/def2-TZVPD" orbital_gap_ev=8.61 fmax_ev_per_a=2.5 smiles="S=CSCOCCCl" relative_energy_kcal_mol=19.7 charge=0 lumo_energy_ev=-0.4 molar_mass_g_mol=170.686
S 3.15829 0.31539 -2.09006 0.654
C 2.07026 -0.37812 -1.19652 -1.074
S 0.44838 -0.85206 -1.80226 0.853
C -0.25794 -1.63072 -0.32721 -0.486
O -0.23510 -0.79564 0.84957 -0.209
C -1.17144 0.25026 0.82400 -0.331
C -0.45759 1.58770 0.68853 -0.576
Cl -1.65259 2.90355 0.88362 0.553
H 2.28415 -0.75887 -0.18737 0.029
H 0.38634 -2.51797 -0.08221 0.106
H -1.27655 -1.96397 -0.56178 0.090
H -1.84531 0.30837 1.74683 0.138
H -1.77237 0.12344 -0.09818 0.111
H 0.19414 1.68026 1.56817 0.081
H 0.12734 1.72839 -0.21513 0.060

---

9.
14
Properties=species:S:1:pos:R:3:lowdin_charge:R:1 method="wB97M-V/def2-TZVPD" orbital_gap_ev=8.43 fmax_ev_per_a=2.0 smiles="CSC(=S)[C@@H](C)Cl" relative_energy_kcal_mol=7.7 charge=0 lumo_energy_ev=-0.4 molar_mass_g_mol=154.687
C 2.78681 -0.66880 -0.51234 -0.415
S 1.23137 -0.96790 0.24184 0.865
C 0.10468 0.29044 -0.07757 -1.195
S 0.42211 1.64602 -0.88492 0.713
C -1.22712 -0.32435 0.32049 -0.830
C -2.26435 0.80698 0.62630 -0.154
Cl -1.84609 -1.28638 -1.09363 0.587
H 2.80796 -0.79851 -1.59167 0.049
H 2.95974 0.37642 -0.23109 0.019
H 3.53920 -1.30711 0.01914 0.058
H -1.07703 -1.01108 1.19394 0.088
H -3.21604 0.37935 0.95773 0.071
H -1.84456 1.51838 1.37096 0.086
H -2.37668 1.34654 -0.33918 0.058

---

10.
15
Properties=species:S:1:pos:R:3:lowdin_charge:R:1 method="wB97M-V/def2-TZVPD" orbital_gap_ev="6.95 / 10.03" fmax_ev_per_a=5.7 relative_energy_kcal_mol=14.4 charge=+1 lumo_energy_ev="-3.8 / -3.8" molar_mass_g_mol=236.002 spin_multiplicity=2
O 0.33689 -0.70802 -1.50717 0.012
O -0.87737 -2.60500 -1.29546 0.110
O -0.24378 -1.42118 0.40326 -0.097
C -0.08550 -1.79401 -0.84753 -0.609
Cs 0.83020 1.51676 1.50952 1.003
C 0.40071 -0.68810 -2.89182 -0.097
C 1.16139 0.45786 -3.42566 -0.073
H 0.27347 -1.65998 -3.36487 0.127
H 1.11661 0.44851 -4.52069 0.090
H 2.22152 0.42861 -3.11197 0.089
H 0.75675 1.40998 -3.04852 0.081
C -1.49723 -2.28008 0.91052 0.070
H -1.38798 -2.12032 1.98915 0.082
H -1.41114 -3.36391 0.78227 0.107
H -2.40415 -1.74516 0.62222 0.107

---

11.
14
Properties=species:S:1:pos:R:3:lowdin_charge:R:1 method="wB97M-V/def2-TZVPD" orbital_gap_ev="6.76 / 5.09" fmax_ev_per_a=4.2 relative_energy_kcal_mol=0.0 charge=+1 lumo_energy_ev="-4.1 / -5.8" molar_mass_g_mol=249.598 spin_multiplicity=7
H -0.85899 -0.62784 1.36272 0.030
O 0.54750 -2.42473 0.48294 0.006
C -0.12177 -1.22773 0.25284 -0.302
C 0.68078 -0.22800 -0.38139 -0.164
C 0.05013 0.82027 -1.26849 -0.107
C 0.46103 1.52978 -0.01123 -0.369
O -0.37999 1.88738 0.91083 -0.476
Dy -1.94026 1.36978 2.57350 1.644
H -0.07744 -3.15460 0.49089 0.107
H -1.09355 -1.38625 -0.23832 0.110
H 1.73240 -0.47585 -0.54605 0.140
H -1.03209 0.72420 -1.40096 0.118
H 0.63072 1.09150 -2.15720 0.120
H 1.40154 2.10209 -0.07008 0.143

---

12.
15
Properties=species:S:1:pos:R:3:lowdin_charge:R:1 method="wB97M-V/def2-TZVPD" orbital_gap_ev="5.21 / 5.40" fmax_ev_per_a=6.3 relative_energy_kcal_mol=32.8 charge=+1 lumo_energy_ev="-5.5 / -5.3" molar_mass_g_mol=255.061 spin_multiplicity=8
H -1.88258 2.21132 -0.68895 0.091
O 0.78993 0.22559 -0.27295 0.015
C -0.11151 0.49220 -1.17688 -0.535
O 0.29460 0.71493 -2.32760 -0.129
Eu -1.70194 0.39374 -3.99904 1.771
O -1.82460 0.17683 -1.50757 -0.459
C -1.64791 1.15376 -0.46683 -0.094
H -1.93849 0.62283 0.46142 0.093
C 0.46579 -0.42771 0.97690 -0.215
H 0.05628 0.32264 1.66325 0.126
H -0.31255 -1.17685 0.78264 0.131
C 1.72115 -1.05643 1.52395 -0.062
H 2.04841 -1.90008 0.90314 0.086
H 2.53235 -0.32040 1.59431 0.090
H 1.51108 -1.43237 2.53421 0.089